Molecular formula: C5H5NO
Method: DFT, the ωB97M-V functional and the def2-TZVPD basis

The max |F| comes out at 7.704 eV Å⁻¹. Its total charge is 0. As for the SMILES: O=C1C=C[C@@H]2CN12. Its multiplicity is 1. For the energy above the lowest of the compared OMol25 structures with the same formula, charge and spin, the calculation gives 103.1 kcal per mole. As for the HOMO energy: -0.3520 hartree. The orbital gap is 9.6 eV. The electronic energy comes out at -8798.9486 eV. The LUMO energy is 0.0 eV.

Atoms and positions in Å:
O -1.7537 0.9181 1.6885
C -0.9291 0.5077 0.8704
C -1.3678 -0.4110 0.0197
C -0.3887 -0.6887 -0.8828
C 0.8351 0.2175 -0.7959
C 1.5162 0.0570 0.3570
N 0.4404 0.9643 0.4554
H -2.6666 -0.6127 0.1413
H -0.5430 -1.5175 -1.6549
H 1.0685 0.6671 -1.6621
H 1.3707 -0.8327 1.0317
H 2.4179 0.7309 0.4317